No. 1
Density functional theory data (ωB97M-V with the def2-TZVPD basis set) for C56H43N3O3P2Re as an isolated structure in a non-equilibrium geometry.

The geometry in XYZ format:
```
108
Properties=species:S:1:pos:R:3:forces:R:3
Re -0.13077 0.27768 0.73320 0.4 -0.2 -2.8
P -1.22878 -1.41164 -1.00530 -0.2 0.1 -0.8
P 2.37728 -0.01478 -0.46095 0.6 -0.6 -0.1
O -2.96797 4.47214 1.09547 0.6 -0.5 0.2
O 1.69239 -2.39296 -2.22452 -1.0 0.3 0.0
O -0.71253 1.60363 -0.83963 -0.3 -0.9 1.0
N 1.07708 0.32249 2.32727 1.3 0.0 1.7
N -0.26895 2.05557 1.50865 0.8 2.0 2.6
N -1.27816 2.77214 1.01635 0.7 0.7 -0.2
C -4.26833 4.96489 -2.31422 0.5 0.0 1.4
C 0.70046 -4.00098 -3.73198 0.7 0.6 0.5
C 3.30936 4.45206 0.41161 -0.3 0.4 0.2
C 5.77143 -2.10039 0.72590 0.2 0.3 -0.1
C 2.21242 1.60035 4.07388 -0.2 -0.4 0.0
C -3.42459 0.52753 -3.85603 1.0 -0.2 -0.4
C 4.08772 0.33857 -4.18397 -0.3 0.5 1.4
C -1.43300 -0.49125 1.95157 -0.4 -0.5 -0.4
C 3.82321 2.13420 0.80834 -0.5 -0.9 0.4
C -3.96727 -0.54891 -1.37960 0.5 0.2 0.3
C -2.10978 0.86818 6.02445 0.3 -0.3 0.3
C -1.35622 -0.28827 5.78586 -0.1 0.1 0.2
C -2.67116 -0.71934 -1.92014 -0.8 0.6 0.4
C -2.65997 1.55911 4.95228 -0.7 0.1 0.6
C 5.26772 -3.35859 1.03277 0.4 0.4 -0.2
C -4.19390 5.07932 -0.91849 1.0 -0.8 -0.3
C -2.50583 -4.55819 1.28029 -0.4 -0.2 0.0
C 2.51108 4.08608 -0.66792 0.0 0.0 -0.4
C -1.97880 -3.78574 0.24588 0.6 1.0 -0.6
C 2.75694 -0.26886 -2.21062 0.0 0.4 -1.3
C 2.91953 1.72413 -0.19397 0.2 0.1 0.4
C 3.92318 -3.60639 0.84447 -0.9 -0.4 0.3
C -2.77666 -2.61848 2.66234 -0.5 1.4 -0.1
C 2.56974 -1.52196 -4.30506 0.6 -0.5 -0.4
C 3.66398 0.59784 -2.85854 0.2 -0.2 -0.5
C 2.50529 -0.77380 3.83882 0.6 -0.3 0.3
C -4.92653 0.24314 -2.01762 0.5 -0.6 0.5
C -2.47630 3.34408 -2.36042 -0.7 0.5 -1.0
C -0.37983 -4.65518 -4.27777 0.4 -0.2 -0.5
C -0.72764 -2.66174 -2.27933 0.9 0.0 -0.4
C 2.33459 2.73108 -0.97923 -0.5 0.5 -0.1
C -1.79516 -3.32208 -2.89587 -1.5 -0.1 0.2
C -2.51910 1.08345 3.66342 0.5 0.0 -1.5
C -2.42396 -1.68308 1.55177 0.7 -0.5 -0.2
C -1.39972 2.57464 -0.28639 -1.3 0.6 -0.6
C -2.86154 -3.95509 2.49178 0.0 -1.7 1.3
C 2.30126 -1.37611 -2.95327 0.0 -0.1 0.1
C 4.93289 -1.07414 0.30588 -0.2 0.5 -0.5
C -1.92878 -2.40185 0.32439 -1.0 -1.1 0.7
C 0.55616 -2.98127 -2.77483 -0.1 -0.5 0.3
C 1.27311 1.52367 3.01937 2.5 -3.1 0.6
C 3.54999 -1.29160 0.19354 -0.1 -0.2 0.6
C 3.51203 -0.67701 -4.90316 -0.6 -0.4 -0.1
C 3.97670 3.46921 1.12771 0.2 0.2 0.1
C 2.84372 0.41649 4.49172 -0.2 0.5 0.0
C -1.67926 -0.02215 3.37151 -0.7 0.2 0.6
C -3.38231 4.15529 -3.03808 0.8 -1.0 0.2
C -2.43584 -0.22755 -3.20528 0.1 0.2 -0.3
C -2.33482 3.43843 -0.96094 0.3 -0.5 -0.3
C 0.52339 2.53299 2.48069 -2.3 1.0 -1.4
C -4.61767 0.82024 -3.23488 -0.5 0.0 0.2
C 1.66388 -0.81702 2.76111 -0.6 0.8 0.2
C -3.14093 4.34987 -0.19972 -1.2 0.7 -1.0
C -1.64132 -4.29612 -3.88348 -0.6 0.6 0.6
C 3.06228 -2.58584 0.45703 -0.3 0.6 -0.1
C -1.17461 -0.73744 4.48284 0.3 -0.1 -0.9
H 5.36878 -0.12367 -0.03557 -0.2 -0.4 0.4
H 5.96734 -4.10558 1.37828 -0.2 -0.2 0.0
H -2.13351 3.80247 1.35992 -1.6 1.5 -0.3
H 6.84585 -1.92100 0.76762 -0.3 0.0 0.1
H -3.08483 -2.14874 3.60478 0.2 -0.3 -0.4
H -3.43870 4.12962 -4.12484 0.0 -0.1 0.3
H -4.24384 -1.04666 -0.45358 0.0 0.2 -0.1
H 2.21862 -2.38774 -4.89469 0.1 0.7 0.6
H -4.93605 5.70712 -0.41422 0.6 -0.3 0.1
H -5.01189 5.51122 -2.87276 -0.2 0.2 0.1
H -0.67010 -1.68602 4.25598 0.1 0.4 0.4
H 1.98761 -2.79386 0.33810 0.5 0.0 0.0
H 3.47463 -4.58527 1.03989 0.4 0.3 -0.1
H 3.38983 5.50210 0.72592 0.1 -0.5 -0.3
H -1.49133 -0.46701 -3.71514 -0.4 0.3 0.2
H 0.53617 3.55618 2.89207 -0.5 -0.5 -0.6
H -3.22509 0.91981 -4.85874 0.0 -0.2 0.4
H 3.80334 -0.85483 -5.93345 0.0 0.0 0.1
H -0.91676 -0.82380 6.63672 -0.3 0.1 -0.5
H 3.57228 0.39562 5.33122 -0.7 0.2 -0.8
H 4.63260 3.75819 1.94345 0.0 -0.1 -0.1
H -5.89616 0.38667 -1.55189 0.1 0.0 -0.1
H -2.83105 -3.05320 -2.56837 1.0 -0.4 -0.5
H -2.67175 -5.63905 1.12456 0.3 0.6 0.2
H 4.08451 1.47011 -2.33622 -0.2 -0.6 -0.3
H 2.40554 2.57099 4.56208 -0.1 -0.7 -0.3
H -2.50290 -4.75253 -4.34320 -0.2 0.0 0.1
H 4.36683 1.39890 1.40359 -0.2 0.1 -0.2
H -3.28399 2.44109 5.14936 0.3 -0.4 -0.2
H -3.11775 -4.63000 3.33948 -0.1 0.8 -0.7
H 1.73296 2.49129 -1.85957 0.0 -0.1 0.4
H -2.30221 1.17612 7.06200 0.2 0.0 -0.6
H -0.22081 -5.41587 -5.04268 -0.1 0.2 0.2
H -1.55446 -4.26534 -0.63257 -0.3 0.0 0.2
H -5.35158 1.46905 -3.68192 0.0 0.1 -0.3
H 1.69606 -4.26310 -4.06988 0.0 0.0 0.2
H 2.06218 4.87457 -1.29773 0.2 -0.7 0.4
H 4.87736 0.92983 -4.60886 0.1 0.3 -0.1
H -3.37872 -1.12972 1.33012 0.4 -0.4 0.0
H -3.06728 1.59283 2.84844 0.5 -0.2 0.4
H -1.90990 2.59518 -2.92129 0.0 0.4 0.3
H 1.36882 -1.75624 2.28145 0.4 0.5 0.1
H 2.92857 -1.72239 4.12116 0.2 -0.1 0.3
```
Forces are in eV/Å.

Properties
largest force on an atom	4.032	eV/A
total charge	+3
gap between HOMO and LUMO (alpha / beta)	4.18 / 3.82	eV
HOMO level (alpha / beta)	-14.454 / -14.413	eV



No. 2
Density functional theory data (ωB97M-V with the def2-TZVPD basis set) for C56H46AsN6OTi as an isolated structure in a non-equilibrium geometry.

The geometry in XYZ format:
```
111
Properties=species:S:1:pos:R:3:forces:R:3
As -0.17275 2.59312 0.63445 -0.1 1.0 0.2
Ti -0.06582 -1.30873 -0.14080 1.1 -0.1 -1.2
O -1.20876 -2.88081 -0.35367 -0.6 -0.8 0.0
N 1.42881 -3.02120 0.24854 -0.7 0.1 -0.2
N 1.23488 -0.21862 1.07691 0.5 0.1 1.0
N -1.90625 -2.27738 1.72790 -1.7 -1.2 -0.3
N -0.48491 -0.31052 -2.76945 -0.8 0.3 -0.7
N -0.77704 -1.55369 1.64700 0.3 0.3 0.7
N -0.02312 -1.54668 -2.20542 -0.5 0.4 0.0
C 0.81240 4.02973 4.54978 0.1 0.1 0.0
C -0.80696 2.28377 4.75763 -0.1 0.0 0.1
C 3.70595 4.18831 -1.58152 0.0 0.0 0.0
C -3.46999 -4.44619 -0.78792 0.5 0.4 0.4
C 0.80345 3.87636 3.17354 0.1 0.1 -0.2
C -3.34371 -3.63420 0.34855 -1.0 -0.5 -0.3
C -0.80031 2.12206 3.38438 0.0 -0.1 -0.3
C 3.10958 -1.38847 -3.30549 0.3 0.2 -1.3
C 4.76341 -1.99206 -0.99336 0.2 -0.2 0.0
C 1.52325 0.32565 -3.94071 -0.3 0.5 0.3
C -2.74120 0.42591 0.02952 -0.1 0.0 0.0
C 3.63247 -3.22639 1.19060 -0.2 0.1 -0.1
C -3.46175 1.67713 -1.89315 0.0 0.1 -0.1
C 1.87934 0.17996 3.39024 0.2 0.1 0.1
C -1.85262 6.51409 0.03960 -0.1 0.2 0.0
C 1.35939 3.71448 -1.49526 -0.3 -0.1 0.0
C -1.55530 -2.85750 -3.50862 0.3 0.3 0.3
C 5.56212 -2.40818 0.04755 0.1 -0.1 0.1
C -1.61374 -0.04999 -0.64148 -1.0 0.5 -0.7
C -4.44986 -3.47728 1.19215 0.5 0.1 -0.1
C 0.97323 -0.33028 2.43431 0.0 -0.1 0.1
C 2.56767 -1.59367 -2.05804 -0.3 -0.2 1.7
C 2.81686 -2.80899 0.15063 1.0 -0.1 0.0
C -2.10680 -2.90472 0.57737 0.7 0.7 1.7
C 0.57420 -3.80227 -2.89567 0.1 0.5 0.2
C 0.01237 3.23078 5.34747 0.0 0.0 0.1
C 1.44487 3.38137 -0.14218 0.0 0.0 -0.1
C 2.47475 4.10542 -2.21329 0.0 0.1 -0.1
C 0.01864 2.90141 2.57297 0.1 -0.1 0.0
C 1.24676 -0.96322 -1.74865 1.6 0.1 -0.6
C 3.39975 0.66780 1.61722 -0.2 -0.1 -0.1
C -0.95892 5.45565 0.03251 0.3 -0.2 -0.1
C -3.66247 1.26395 -0.58572 0.0 0.0 0.2
C -0.79613 -1.26965 4.09431 0.2 0.1 -0.4
C -1.51591 0.29210 -1.99737 -0.3 -0.2 0.6
C -1.90325 -4.05516 -4.09433 0.0 -0.2 -0.1
C -0.30807 -2.71284 -2.87938 -0.4 -1.4 -1.0
C 3.80541 3.86773 -0.23899 0.1 0.0 0.0
C 2.51541 -0.52587 -4.26556 0.8 -0.4 0.2
C -3.12406 6.35111 0.56055 -0.1 0.1 0.0
C -3.49432 5.12286 1.08585 -0.1 0.0 0.1
C 2.42473 0.27816 0.72279 0.8 0.2 -0.1
C -2.59996 4.07045 1.07179 0.1 -0.3 0.0
C -5.74257 -4.94752 -0.20199 0.1 0.0 0.0
C 2.68915 3.45299 0.46882 -0.1 0.1 0.2
C 0.20520 -5.00248 -3.46865 -0.2 -0.1 -0.1
C -2.38952 1.17771 -2.61460 0.1 0.1 -0.1
C 3.36728 -2.17032 -0.98924 -0.5 0.5 -0.2
C -0.21440 -1.03742 2.72850 0.1 0.0 0.8
C -1.32168 4.21292 0.53675 -0.1 0.0 -0.1
C 3.10335 0.65668 2.98678 -0.4 -0.2 -0.1
C -5.63136 -4.12842 0.91536 -0.3 -0.2 -0.1
C 0.87765 0.26993 -2.59505 0.5 0.7 -0.3
C -1.03626 -5.13996 -4.06608 0.0 -0.1 0.0
C -4.65424 -5.09910 -1.05284 -0.4 -0.2 0.0
C 5.00449 -3.02767 1.15592 0.2 0.0 0.2
H 3.82887 1.01639 3.70477 0.0 0.0 0.1
H -4.48203 4.98910 1.50788 0.0 0.0 0.0
H 0.87246 1.25497 -2.09281 -0.2 -0.4 0.0
H -1.42601 1.36837 2.92009 0.0 -0.1 0.1
H -1.55038 7.47478 -0.35822 0.0 0.0 0.0
H -1.44667 1.66681 5.37341 -0.1 -0.1 0.0
H 1.17596 -3.55461 1.07968 -0.1 0.1 -0.4
H 2.79669 3.15359 1.50158 0.0 0.1 0.0
H -0.31797 -0.65089 4.84459 0.1 0.1 0.1
H 0.02473 3.34445 6.42304 0.0 0.0 0.1
H 4.03297 -1.87913 -3.58235 0.1 -0.1 0.0
H -2.92245 0.13167 1.06060 0.1 0.0 0.0
H 1.44542 4.78017 5.00316 0.0 0.1 0.0
H -0.68278 -2.31639 4.37713 -0.1 -0.1 0.1
H 4.58417 4.49144 -2.13602 0.0 0.0 0.0
H -4.15795 2.35668 -2.36860 0.0 0.0 0.0
H 5.21587 -1.46782 -1.82322 -0.1 0.1 0.0
H -6.67300 -5.46053 -0.40718 0.0 0.0 0.0
H 6.62838 -2.23384 0.00799 0.1 0.0 0.0
H -2.88885 3.10951 1.48277 -0.1 0.0 0.0
H -1.86262 -1.05134 4.06788 -0.1 0.0 0.1
H -2.62082 -4.53986 -1.45091 0.0 0.0 0.0
H -2.86799 -4.15410 -4.57416 -0.1 0.0 0.0
H 1.41319 4.53097 2.56393 0.0 0.0 0.0
H 0.39379 3.64625 -1.99253 0.1 0.0 0.0
H -1.32784 -6.08763 -4.49315 -0.1 -0.1 -0.1
H -6.48669 -3.99758 1.56554 0.0 0.0 0.1
H 2.38713 4.33042 -3.26884 0.0 0.0 0.0
H 3.17756 -3.71514 2.04529 0.0 0.0 0.1
H -4.53651 1.60149 -0.04002 0.0 0.0 0.0
H 2.93132 -0.50631 -5.26522 0.0 0.0 -0.1
H 4.76422 3.92273 0.25891 0.1 0.0 0.0
H 1.56782 -3.69275 -2.48568 0.0 0.0 0.0
H 2.61985 0.36684 -0.33967 -0.1 -0.1 0.1
H 1.10303 1.00708 -4.66754 -0.1 0.1 0.0
H 5.62769 -3.35277 1.97708 0.0 0.0 0.1
H 0.03429 5.61015 -0.37095 0.0 0.0 0.0
H -3.82494 7.17465 0.56119 0.0 0.1 0.0
H 0.89908 -5.83380 -3.45622 0.0 0.0 0.0
H -4.73948 -5.73034 -1.92914 0.0 0.0 0.0
H -2.23991 1.44404 -3.65363 0.0 0.0 -0.1
H 1.61778 0.16978 4.43973 0.0 -0.1 0.0
H 4.35801 1.00142 1.25337 0.0 0.1 -0.1
H 1.01765 -3.43457 -0.58778 0.3 -0.5 0.2
H -2.24893 -2.02803 -3.49821 0.0 0.1 0.0
H -4.35689 -2.82841 2.04872 0.0 0.1 0.1
```
Forces are in eV/Å.

Properties
largest force on an atom	2.115	eV/A
total charge	-1
expectation value of S²	2.0410
gap between HOMO and LUMO (alpha / beta)	3.94 / 5.89	eV
energy relative to the best compared isomer or geometry (same formula, charge and spin)	62.9	kcal per mole
2S+1	3
HOMO level (alpha / beta)	-1.522 / -3.862	eV



Among the records above, which one has the highest largest force on an atom? C56H43N3O3P2Re